46
Properties=species:S:1:pos:R:3:forces:R:3 method="wB97M-V/def2-TZVPD" smiles="CNC(=O)C(=O)C#CCCCCOc1ccc(-c2ccccc2)cc1" orbital_gap_ev=7.81
O -0.9263 -6.8489 1.5761 -0.4 1.4 -0.5
O -2.7008 -4.6158 -0.3969 0.6 -0.3 1.2
C -1.1922 -4.6025 2.0959 0.1 2.2 0.6
C -1.0378 -3.5851 2.7569 -0.3 -2.3 -0.4
O -2.7680 1.3751 2.3854 0.0 -0.2 -0.5
C -1.3527 -5.7368 1.2433 0.6 -2.8 1.1
C -2.1585 -5.6597 -0.0238 -1.8 1.4 -3.3
C 3.6063 4.6750 -2.2773 -0.5 -0.3 0.9
C 3.2464 3.3296 -2.4071 -0.6 -0.3 0.4
C 3.0231 5.4390 -1.2492 -0.6 -0.6 0.3
C -1.7282 1.8616 0.1585 0.2 0.1 0.0
C -0.7191 2.5599 2.2236 0.4 0.5 -0.2
C 2.2155 2.7809 -1.5707 1.5 0.6 -1.2
C 2.0408 4.8768 -0.3968 0.5 0.1 -1.2
C -0.6261 2.4013 -0.5683 -1.5 -0.6 2.4
C 0.3569 3.0656 1.5038 -0.5 -0.1 -0.1
C -1.7664 1.9213 1.5930 -0.5 -0.9 -1.7
C 1.5869 3.5578 -0.6063 0.3 0.5 -0.2
C 0.4165 3.0007 0.1162 0.6 0.1 0.3
N -2.2864 -6.7497 -0.8534 0.5 -0.3 1.3
C -3.2399 -6.7736 -1.9777 0.1 -0.7 0.1
C -0.7800 -2.3740 3.5275 0.8 0.1 -0.5
C -3.3490 0.0790 2.0419 0.0 0.1 0.3
C -1.3545 -1.2048 2.7157 0.7 0.2 0.1
C -2.8249 -1.0067 2.9957 0.0 0.1 -1.0
H 4.3556 5.1275 -2.9168 -0.1 -0.1 0.0
H 3.7598 2.7132 -3.1721 -0.5 0.3 0.6
H 3.2924 6.4910 -1.1340 0.0 -0.3 0.0
H -2.5443 1.4323 -0.4638 0.6 0.2 0.9
H -0.7315 2.7460 3.2776 -0.1 -0.3 0.5
H 1.9419 1.7371 -1.6765 0.0 0.1 -0.1
H 1.5635 5.5134 0.3360 0.0 -0.1 0.1
H -0.6489 2.3422 -1.6162 0.1 0.0 -1.2
H 1.1778 3.4925 2.0512 0.2 0.2 0.1
H -1.9237 -7.6148 -0.4760 -0.1 0.0 -0.2
H -4.2909 -6.8002 -1.6228 0.6 0.4 -0.2
H -3.0472 -5.9520 -2.6768 -0.2 0.0 0.5
H -3.1066 -7.7076 -2.5639 0.2 0.5 0.6
H 0.3229 -2.2924 3.5934 -0.4 0.0 0.0
H -1.1326 -2.3830 4.5719 -0.2 -0.3 -0.5
H -4.4317 0.1029 2.1849 0.0 0.6 -0.2
H -3.1390 -0.1342 0.9841 0.0 -0.2 0.4
H -1.1656 -1.3750 1.6311 -0.2 0.0 0.7
H -0.7953 -0.2956 2.9536 -0.1 0.0 0.1
H -2.9927 -0.7145 4.0337 0.0 0.2 0.0
H -3.3761 -1.9624 2.8485 0.2 0.6 -0.2

77
Properties=species:S:1:pos:R:3:forces:R:3 method="wB97M-V/def2-TZVPD" multiplicity=4 orbital_gap_ev="7.20 / 7.63" s2=3.761
O -0.1211 2.4069 -0.2610 -1.0 0.5 -0.1
O -2.8789 0.0360 -2.6113 -0.3 -0.3 -0.5
C -1.3496 2.4964 0.5083 0.0 0.0 0.1
C -1.2186 3.5880 1.5737 0.3 0.1 0.1
H -1.5228 1.5015 0.9634 -0.1 0.5 -0.1
H -2.1959 2.7417 -0.1605 0.4 -0.4 0.5
H -0.3956 3.3477 2.2569 0.0 0.1 -0.2
H -2.1154 3.6817 2.1996 0.0 -0.2 -0.3
H -1.0205 4.5841 1.1342 0.0 -0.6 0.0
C -0.3446 2.4439 -1.6833 0.4 -0.5 -0.3
C -1.5343 3.2336 -2.2225 -0.2 -0.1 -0.3
H -0.4179 1.3940 -2.0055 -0.1 0.3 -0.1
H 0.5597 2.8563 -2.1472 0.0 -0.1 0.4
H -2.4326 2.5936 -2.2906 0.3 0.5 0.1
H -1.2717 3.5237 -3.2530 -0.2 -0.1 0.3
H -1.7414 4.1618 -1.6621 0.1 -0.4 -0.2
C -1.9667 -0.7401 -3.4072 -0.1 -0.2 0.2
C -4.0924 -0.6220 -2.2073 0.3 0.0 0.1
C -1.2851 0.1191 -4.4624 -0.2 0.0 -0.1
H -2.5196 -1.5513 -3.9141 0.2 0.2 0.2
H -1.2114 -1.2098 -2.7453 -0.3 0.2 -0.2
H -2.0097 0.4639 -5.2073 0.0 0.0 0.2
H -0.5465 -0.4833 -4.9983 0.0 0.0 0.1
H -0.7753 0.9930 -4.0465 -0.1 -0.2 0.0
C -5.3650 0.0510 -2.7204 0.1 -0.1 0.0
H -4.1035 -0.6136 -1.1036 0.0 -0.1 -0.3
H -4.0933 -1.6778 -2.5402 0.1 0.4 0.2
H -5.4242 1.1132 -2.4654 0.2 -0.1 0.0
H -6.2072 -0.4523 -2.2379 0.0 0.1 0.0
H -5.5017 -0.0653 -3.8004 0.2 0.1 0.1
H -1.4508 -1.3963 2.7210 0.4 0.7 -0.1
Co 1.8604 0.7794 0.6709 -0.7 0.5 0.4
C -2.2856 -1.6442 2.0810 -0.3 0.5 -0.8
Si -2.1672 -3.4613 1.7411 0.4 0.3 -0.5
H -3.2089 -1.3903 2.6083 0.1 0.0 0.0
H -2.3001 -1.1230 1.0937 0.3 0.0 0.9
C -3.9161 -4.0350 2.0167 0.0 -0.5 0.2
C -0.9031 -4.1969 2.9193 0.0 -0.4 0.4
C -1.4868 -3.7484 0.0032 -0.2 -0.2 0.0
C 2.6556 2.5768 1.0370 -0.7 0.1 0.1
Si 3.6615 2.2657 -0.5363 0.3 1.1 0.8
H 3.1527 2.7680 2.0182 0.2 -0.5 -0.9
H 1.9153 3.3972 0.9336 0.3 -0.5 -0.3
C 3.9596 3.9838 -1.2548 0.3 0.0 -0.2
C 2.9289 1.1845 -1.9423 -0.4 0.0 -0.2
C 5.2249 1.3885 0.0360 0.2 0.0 -0.1
H -2.0228 -3.1615 -0.7640 0.2 -0.2 0.3
H -1.6009 -4.8195 -0.2349 0.1 0.3 -0.1
H -0.4061 -3.5052 -0.0292 -0.5 -0.1 -0.1
H -4.3031 -3.4881 2.8968 0.1 -0.4 -0.4
H -3.8761 -5.1140 2.2291 -0.5 0.2 -0.1
H -4.5628 -3.8254 1.1488 0.2 -0.2 0.3
H -0.7612 -3.5356 3.7939 0.0 -0.3 -0.3
H 0.0705 -4.3456 2.4164 -0.4 0.1 0.2
H -1.2510 -5.1750 3.2948 0.3 0.3 -0.1
H 2.8649 1.7836 -2.8583 0.1 0.1 0.1
H 1.9242 0.7485 -1.8153 0.4 0.1 0.0
H 3.5927 0.3382 -2.1637 -0.1 0.2 0.2
H 6.0902 1.8142 -0.4955 -0.1 -0.3 0.2
H 5.1796 0.3087 -0.1751 0.1 0.3 0.1
H 5.3630 1.5253 1.1189 0.1 0.0 -0.3
H 4.9262 4.0323 -1.7787 -0.3 0.1 0.0
H 3.9586 4.7144 -0.4319 0.0 -0.2 -0.3
H 3.1565 4.2448 -1.9618 0.2 0.0 0.2
O 2.5849 -3.1077 -0.0119 0.0 1.5 0.6
C 2.4976 -1.9536 0.4177 -0.5 -0.6 -1.6
O 1.9630 -0.9212 -0.2048 0.4 -1.7 0.2
C 2.9451 -1.6365 1.8134 0.3 1.0 1.0
C 3.5743 -2.5279 2.6935 -0.1 0.1 -0.4
C 3.6931 -2.1783 4.0406 -0.1 0.2 -0.5
C 3.1512 -0.9556 4.4411 0.0 0.3 0.3
C 2.6300 -0.0699 3.4995 0.4 -0.7 -0.6
N 2.5963 -0.3756 2.1863 -0.2 -1.4 1.7
H 3.9554 -3.4661 2.2811 -0.3 0.3 0.2
H 4.1796 -2.8474 4.7585 -0.3 0.3 -0.3
H 3.1507 -0.6448 5.4872 0.0 -0.2 -0.3
H 2.1990 0.8810 3.7781 0.2 0.2 0.0

29
Properties=species:S:1:pos:R:3:forces:R:3 method="wB97M-V/def2-TZVPD" charge=+1 smiles="CC1=C(c2cc(C)cc(F)c2)[N+]1(C)C" orbital_gap_ev=9.30
C -1.1918 0.8682 0.3357 2.0 1.7 0.2
C -1.7812 -1.3823 -0.3436 1.3 -2.9 0.7
C -3.4267 0.2963 -0.1707 1.1 1.3 0.3
C -0.8377 -0.4449 0.0964 -0.1 0.4 -0.7
C -2.4863 1.2929 0.1497 -0.1 -0.8 1.2
C -3.0982 -1.0091 -0.4068 0.0 -0.2 -1.4
C 0.5626 -0.7307 0.1547 3.3 -2.4 0.9
C 1.6664 -1.4219 0.3940 -3.5 2.3 0.0
C -2.7758 2.7248 0.5714 -2.4 -1.5 -3.8
C 2.3994 -2.4546 1.0500 1.6 -2.1 0.4
C 2.6016 0.8953 0.4835 2.1 2.0 -1.2
C 2.1363 -0.1155 -1.7545 2.8 -1.9 -0.7
N 1.9211 -0.1454 -0.3011 -0.6 0.0 0.8
F -4.0309 -1.8423 -0.9501 0.8 0.5 1.0
H -0.3592 1.6353 0.6489 -1.8 -1.5 -0.6
H -1.4755 -2.4901 -0.4657 -0.6 2.1 -0.1
H -4.4072 0.5958 -0.2755 -2.2 0.5 -0.3
H -2.7066 2.7500 1.6066 0.0 0.7 1.8
H -2.0943 3.3124 -0.0007 0.7 0.9 0.2
H -3.7954 2.9782 0.1316 1.1 0.0 1.2
H 1.8323 -3.0671 1.7903 0.3 1.2 -0.2
H 3.4629 -2.2696 1.3409 -1.1 0.6 0.3
H 2.5829 -3.2097 0.3143 0.1 -0.8 -0.9
H 3.7266 0.8082 0.3419 -1.2 -0.7 0.6
H 2.5344 1.9115 -0.0002 -0.9 -0.9 0.5
H 2.3149 0.9381 1.5329 -0.1 -0.3 -0.2
H 2.8541 0.6966 -1.9713 -0.8 -0.2 -0.2
H 2.7134 -1.1064 -2.1227 -1.7 2.1 0.9
H 1.1576 -0.0141 -2.1798 -0.1 0.1 -0.8

9
Properties=species:S:1:pos:R:3:forces:R:3 method="wB97M-V/def2-TZVPD" charge=-1 smiles="O=C1COC([O-])=N1" orbital_gap_ev=8.91
C 1.2813 0.6628 0.7895 0.9 0.1 0.8
C -0.3905 1.8100 1.7198 1.6 -3.2 -3.2
C -0.0657 0.1665 0.1544 1.1 -1.1 1.4
N 0.9218 1.5897 1.7287 1.4 -0.4 -0.4
O 2.4263 0.1752 0.6492 -2.0 0.7 -0.4
O -1.0887 2.5530 2.2742 -2.5 2.8 2.4
O -1.0151 0.9128 0.7567 -1.9 2.4 1.5
H -0.3750 0.1645 -0.8624 1.0 -0.3 -1.4
H -0.1741 -0.8066 0.6326 0.3 -0.9 -0.7

195
Properties=species:S:1:pos:R:3:forces:R:3 method="wB97M-V/def2-TZVPD" smiles="COC[C@H](C)N.COC[C@H](C)N.COC[C@H](C)N.COC[C@H](C)N.COC[C@H](C)N.COC[C@H](C)N.COC[C@H](C)N.COC[C@H](C)N.COC[C@H](C)N.COC[C@H](C)N.COC[C@H](C)N.NC(N)=O" orbital_gap_ev=9.03
C 8.2325 9.4639 -42.1290 0.6 0.1 -0.6
O 8.2049 8.4633 -41.4276 -0.2 0.1 0.1
N 7.7374 10.6760 -41.7116 0.3 -1.5 -0.1
N 8.7735 9.4349 -43.3968 -0.2 0.2 0.3
H 7.8733 11.5140 -42.2398 -0.3 0.2 0.2
H 7.2340 10.5554 -40.8513 -0.1 0.8 0.1
H 9.3175 8.6274 -43.6428 0.0 -0.1 0.1
H 8.9440 10.2790 -43.9127 0.0 0.0 0.0
C 11.6754 -0.7841 -35.0067 -0.6 -0.7 0.5
C 12.7363 -0.4083 -36.0042 0.9 0.8 0.6
C 12.7244 1.0819 -36.3591 0.1 -0.8 -0.2
O 11.6278 1.3406 -37.2063 -0.1 0.4 0.4
C 11.4480 2.7312 -37.3727 0.1 0.3 -0.6
N 14.0342 -0.7863 -35.4089 0.2 -0.1 -0.4
H 11.7709 -0.2773 -34.0395 0.3 0.4 -0.3
H 11.8231 -1.8305 -34.7299 -0.2 -0.1 -0.3
H 10.6438 -0.6274 -35.3204 0.1 0.0 -0.2
H 12.6882 -0.9314 -36.9593 -0.4 -0.3 0.1
H 13.6800 1.2749 -36.8718 -0.1 0.3 0.0
H 12.6839 1.6903 -35.4458 -0.1 0.1 0.0
H 12.2698 3.1558 -37.9678 0.0 0.0 0.2
H 11.3748 3.2668 -36.4204 0.0 -0.1 0.1
H 10.5399 2.9232 -37.9459 -0.1 -0.3 0.1
H 14.7478 -0.8033 -36.1293 0.0 0.0 0.1
H 14.3516 -0.1306 -34.7033 -0.2 0.1 0.0
C 6.7225 5.2008 -39.1734 1.3 -0.4 0.1
C 6.1890 4.1411 -38.2180 -2.1 0.0 -0.5
C 5.1473 4.7802 -37.2895 0.0 -1.2 0.7
O 3.9976 5.1597 -38.0226 0.5 0.5 -0.1
C 3.4079 6.3538 -37.5597 0.0 -0.1 -0.3
N 5.5400 3.0543 -39.0055 0.4 0.2 0.1
H 6.7755 6.1843 -38.7095 0.0 0.0 0.1
H 6.1916 5.3398 -40.1141 -0.4 -0.3 0.2
H 7.7310 4.8745 -39.4505 0.0 0.4 -0.2
H 6.9308 3.6559 -37.5809 0.4 0.4 -0.1
H 5.6065 5.5615 -36.6698 -0.2 0.4 -0.4
H 4.8261 4.0220 -36.5498 0.1 0.0 -0.1
H 2.6668 6.6487 -38.3009 -0.1 0.0 0.1
H 4.1534 7.1534 -37.5050 0.0 0.0 0.2
H 2.9244 6.2051 -36.5898 0.0 0.1 0.1
H 5.2506 3.4408 -39.8943 -0.1 -0.1 0.0
H 4.6828 2.7653 -38.5490 0.1 -0.1 0.0
C 10.7378 6.7469 -36.9909 -0.5 -0.2 1.4
C 10.4108 7.4198 -38.3001 0.0 -0.4 -0.6
C 10.8703 6.5192 -39.4497 -0.6 -0.1 -0.8
O 12.2327 6.1870 -39.5108 0.6 -0.5 -0.1
C 13.1501 7.2489 -39.5927 -0.1 -0.2 0.3
N 8.9679 7.6307 -38.4074 0.1 -0.2 0.6
H 10.2185 5.7897 -36.8250 0.3 -0.3 -0.9
H 10.3173 7.2211 -36.0922 0.4 0.8 -0.3
H 11.8062 6.5907 -36.8571 0.0 0.0 0.0
H 10.9215 8.3824 -38.4105 0.0 0.0 0.2
H 10.4949 6.9477 -40.3996 0.4 0.3 0.1
H 10.3621 5.5487 -39.4282 0.0 0.1 0.4
H 12.8254 7.9820 -40.3399 0.1 0.3 0.2
H 14.1345 6.8679 -39.8770 -0.2 -0.3 -0.2
H 13.3041 7.6709 -38.5932 -0.2 0.5 -0.2
H 8.5797 6.7471 -38.0967 -0.4 0.2 -0.1
H 8.6454 7.7846 -39.3610 0.2 0.0 -0.1
C 13.6576 10.1915 -42.7850 -0.1 -0.2 0.4
C 13.9835 10.8424 -41.4586 -0.2 -0.5 1.0
C 15.1171 10.0721 -40.7652 0.7 0.9 -1.6
O 15.5959 10.6201 -39.5676 -0.6 -0.1 0.5
C 14.6530 10.5888 -38.5040 -0.3 0.0 -0.4
N 14.3203 12.2479 -41.6878 0.3 0.0 -0.1
H 13.3538 9.1473 -42.6872 0.0 0.0 0.2
H 14.5709 10.2045 -43.3791 -0.3 0.2 -0.5
H 12.8127 10.7327 -43.2061 0.2 0.0 -0.5
H 13.0916 10.7615 -40.8205 0.0 0.3 0.0
H 15.9676 10.2209 -41.4407 0.1 -0.4 0.0
H 14.8910 8.9993 -40.7656 -0.1 0.0 0.6
H 13.8246 11.2924 -38.6578 0.3 -0.2 0.0
H 15.1789 10.8603 -37.5939 0.0 -0.1 0.1
H 14.1788 9.6052 -38.4374 0.2 -0.1 0.2
H 14.9650 12.5789 -40.9719 0.0 -0.2 0.1
H 14.8728 12.2959 -42.5415 -0.1 0.1 0.0
C 7.0877 2.6710 -34.5821 0.5 0.6 0.3
C 8.3822 1.8706 -34.3664 -0.2 0.1 -1.5
C 9.4286 2.5977 -33.5568 -1.2 0.4 1.2
O 9.7467 3.8220 -34.1810 0.2 -0.3 -0.1
C 10.4003 4.7337 -33.3159 1.0 -0.4 -0.4
N 8.1008 0.5269 -33.8300 0.5 0.8 0.0
H 6.4728 2.1647 -35.3255 -0.3 -0.1 0.3
H 7.2760 3.6771 -34.9697 0.2 -0.1 0.0
H 6.5827 2.8181 -33.6207 -0.3 -0.2 -0.2
H 8.7873 1.7830 -35.3861 0.2 -0.4 0.2
H 10.2825 1.9519 -33.3254 0.2 0.1 -0.4
H 8.9558 2.8405 -32.5832 0.2 -0.1 0.0
H 11.0197 5.3533 -33.9672 -0.4 0.4 0.1
H 11.1364 4.2168 -32.6837 -0.3 -0.1 0.2
H 9.7196 5.3225 -32.7029 -0.1 0.0 -0.1
H 7.5844 0.0339 -34.5480 -0.1 -0.2 0.2
H 7.4840 0.6867 -33.0387 -0.1 -0.4 0.0
C 12.1620 15.5288 -40.2134 -0.6 0.7 0.2
C 12.1374 14.4587 -39.1415 0.1 -0.5 -0.6
C 11.0284 13.4696 -39.4466 -0.1 0.3 -1.3
O 10.9741 12.4579 -38.4851 -0.1 0.0 0.6
C 9.9509 11.5287 -38.7254 -0.5 0.1 -0.7
N 13.4219 13.7669 -39.1363 0.1 0.0 0.8
H 12.9581 16.2429 -40.0096 0.1 -0.1 -0.1
H 11.2261 16.0995 -40.1986 0.1 -0.1 0.0
H 12.2624 15.1282 -41.2230 0.2 -0.2 0.1
H 11.9420 14.9127 -38.1673 0.2 0.0 0.1
H 11.2557 13.0428 -40.4442 0.1 -0.1 0.2
H 10.0686 13.9902 -39.6170 -0.1 -0.1 0.6
H 9.0276 12.0531 -39.0174 0.0 0.0 0.3
H 9.7582 10.9312 -37.8389 0.2 0.0 0.1
H 10.1658 10.8714 -39.5820 0.2 -0.1 0.2
H 13.6542 13.4491 -40.0716 -0.3 0.1 0.0
H 13.3093 12.9363 -38.5585 0.2 0.3 -0.1
C 7.4169 7.1292 -34.7969 0.0 -0.2 -0.1
C 7.6048 8.1294 -33.6396 -0.4 -0.4 -0.5
C 8.9560 8.8212 -33.6948 0.2 -0.5 -0.8
O 9.9036 7.9201 -33.1767 0.3 -0.3 0.3
C 11.2413 8.3537 -33.2881 -0.5 0.6 0.3
N 6.5315 9.1278 -33.6984 0.1 0.0 0.0
H 7.2331 7.6533 -35.7413 0.3 0.1 0.0
H 6.5178 6.5343 -34.6068 0.0 0.0 0.1
H 8.2408 6.4196 -34.9260 0.1 0.1 0.1
H 7.5858 7.5108 -32.7363 -0.2 0.5 0.3
H 9.0249 9.7777 -33.1700 -0.3 0.0 0.1
H 9.1657 8.9820 -34.7681 0.2 0.3 0.1
H 11.5850 8.2958 -34.3249 0.2 -0.1 0.1
H 11.8353 7.7721 -32.5868 0.1 -0.3 -0.3
H 11.3305 9.3966 -32.9503 0.0 0.0 -0.1
H 6.7679 9.7628 -34.4735 -0.1 0.0 0.4
H 5.7005 8.6616 -34.0555 -0.1 0.0 0.3
C 19.8120 2.3394 -39.2507 0.6 0.1 -0.2
C 18.5739 3.0349 -39.7735 -0.2 -0.3 0.1
C 17.3756 2.9050 -38.8376 -0.4 0.2 -0.5
O 16.2658 3.4561 -39.5480 0.7 -0.2 -0.1
C 15.0978 3.5874 -38.8094 -1.5 1.0 -0.5
N 18.8281 4.4253 -40.1405 -0.2 -0.2 0.1
H 20.6491 2.5316 -39.9284 -0.2 -0.1 -0.2
H 19.6494 1.2621 -39.2164 0.1 0.0 0.2
H 20.1958 2.6879 -38.2871 -0.5 0.0 0.2
H 18.2719 2.5158 -40.6889 0.1 0.1 -0.1
H 17.5552 3.4728 -37.9151 0.0 -0.1 0.1
H 17.1197 1.8599 -38.6303 0.3 0.0 0.3
H 14.2380 3.5192 -39.4920 0.2 -0.5 0.0
H 14.9545 4.6230 -38.4587 0.4 -0.2 0.6
H 14.9511 2.8607 -38.0111 0.3 0.0 0.1
H 17.9035 4.8090 -40.3201 0.2 0.3 0.0
H 19.2154 4.9151 -39.3385 -0.1 0.1 0.0
C 16.7277 7.5444 -44.6075 -0.5 0.4 -0.1
C 17.1848 8.5098 -43.5297 1.5 -0.1 0.2
C 17.3044 7.8136 -42.1897 0.2 0.0 0.7
O 17.9664 8.6587 -41.2586 -0.3 0.5 -0.1
C 17.8908 8.1475 -39.9501 0.5 -0.7 -0.2
N 18.5270 9.0379 -43.9361 0.2 -0.9 0.0
H 15.7090 7.1804 -44.4591 0.0 0.1 0.1
H 17.3813 6.6729 -44.6649 0.1 0.1 0.0
H 16.7662 8.0855 -45.5553 -0.1 -0.2 -0.1
H 16.5490 9.3858 -43.4345 -0.3 -0.1 0.0
H 17.9096 6.8984 -42.2764 -0.2 -0.1 -0.2
H 16.3301 7.5693 -41.7417 -0.1 -0.2 -0.4
H 18.2022 8.9049 -39.2377 -0.1 0.2 -0.1
H 18.5821 7.2944 -39.8718 -0.1 0.0 0.2
H 16.8853 7.7749 -39.7201 0.0 0.2 0.1
H 19.1589 9.0096 -43.1373 -0.3 0.5 0.2
H 18.9512 8.3076 -44.5111 -0.1 0.3 -0.3
C 10.5020 5.2721 -46.6771 0.1 0.3 0.8
C 11.7251 6.1906 -46.6054 -0.7 -0.8 -1.7
C 12.5155 6.0506 -45.3476 1.2 -0.3 0.3
O 11.8019 6.4088 -44.1991 -0.4 0.9 -0.3
C 12.5425 6.2815 -43.0270 0.0 -0.9 1.0
N 12.5609 5.7836 -47.7787 0.1 0.1 0.9
H 10.8378 4.2409 -46.5361 -0.1 -0.1 -0.3
H 10.0051 5.4311 -47.6291 0.0 -0.3 -0.1
H 9.7930 5.4612 -45.8686 0.0 0.2 0.0
H 11.3693 7.1965 -46.8340 0.3 0.3 0.5
H 13.4547 6.6279 -45.4569 -0.3 0.3 0.2
H 12.8985 5.0136 -45.2628 -0.4 0.0 0.0
H 13.5329 6.7525 -43.0279 0.0 0.0 -0.4
H 12.6425 5.2106 -42.7914 0.4 0.1 0.0
H 12.0079 6.6957 -42.1706 -0.3 0.2 -0.3
H 13.5128 6.1107 -47.6207 0.0 0.1 -0.2
H 12.6233 4.7689 -47.7216 0.1 0.0 -0.2
C 6.0514 10.0536 -37.9463 0.4 -0.3 -0.5
C 6.2283 11.2134 -36.9996 0.8 1.8 -0.7
C 4.9575 11.7776 -36.4128 -1.1 -2.1 0.7
O 4.1164 12.2306 -37.4403 0.5 0.5 -0.2
C 3.0613 13.0293 -36.9721 0.1 -0.1 0.8
N 7.2162 10.9846 -35.9444 -0.2 -0.2 -0.1
H 5.6638 10.4230 -38.8975 -0.4 0.0 0.2
H 5.4285 9.2261 -37.6053 0.0 0.1 0.2
H 7.0371 9.6524 -38.2098 0.0 -0.2 0.2
H 6.5960 12.0336 -37.6478 0.0 -0.1 0.0
H 5.0851 12.4772 -35.5790 0.4 0.5 -0.4
H 4.4501 10.9116 -35.9295 0.0 0.2 0.1
H 2.5924 13.4729 -37.8417 -0.3 0.0 0.1
H 3.4185 13.7995 -36.2717 0.1 0.2 -0.4
H 2.3732 12.4423 -36.3458 -0.3 -0.1 -0.5
H 8.0441 10.5498 -36.3366 0.0 0.0 0.0
H 7.4976 11.8774 -35.5557 0.1 -0.1 0.1

17
Properties=species:S:1:pos:R:3:forces:R:3 method="wB97M-V/def2-TZVPD" smiles="CC1=CCC[C@H]1O" orbital_gap_ev=10.19
C -0.0852 -2.0814 -0.7946 0.0 -0.1 0.0
C -0.1807 -0.6463 -0.3826 -0.2 0.1 0.0
C -1.2657 0.1280 -0.3283 0.2 -0.1 0.0
C -0.9826 1.5225 0.1690 0.0 0.0 0.0
C 0.5536 1.5383 0.3465 0.1 0.0 0.0
C 1.0418 0.0848 0.1317 0.0 0.2 -0.3
O 1.5649 -0.5312 1.3028 -0.2 0.0 0.3
H 0.3750 -2.6729 0.0051 -0.1 0.1 -0.1
H 0.5545 -2.1922 -1.6793 -0.1 0.0 0.1
H -1.0664 -2.5069 -1.0253 0.1 0.1 0.0
H -2.2661 -0.1985 -0.6057 0.1 0.0 0.0
H -1.5217 1.7282 1.1039 0.1 0.0 -0.1
H -1.3169 2.2822 -0.5482 0.1 -0.1 0.1
H 1.0178 2.2041 -0.3877 -0.1 -0.1 0.1
H 0.8663 1.8879 1.3359 -0.1 -0.1 -0.2
H 1.8743 0.0386 -0.5806 -0.1 0.0 0.1
H 0.8373 -0.5852 1.9375 0.2 0.0 0.0

For reference, energy above the lowest of the compared OMol25 structures with the same formula, charge and spin by record: 318.7, 0.0, 23.6, 8.3, 0.1, 1.6 kJ/mol.